1.
The following is a DFT calculation (ωB97M-V/def2-TZVPD) of 2 unconnected molecules or ions with the total composition C4H10Br2Si at a distorted geometry.

Relative energy (zero: lowest compared OMol25 entry of this formula, charge and spin) (kcal per mole): 85.8
2S+1: 1
HOMO (alpha / beta) (Ha): -0.281 / -0.299
Frontier orbital gap (alpha / beta) (eV): 6.2 / 8.5

CARTESIAN COORDINATES (ANGSTROEM)
H  -0.575  0.734  2.558
H  0.649  -0.304  1.797
H  3.519  -1.116  -0.238
H  -0.531  -1.097  2.893
Br  2.739  0.026  -3.032
C  -1.265  -0.214  0.850
Br  1.288  -3.041  -1.593
H  -0.199  1.668  0.710
H  -2.377  0.035  1.041
H  -1.734  1.743  -1.582
H  -0.897  0.161  -1.914
C  -0.787  1.200  -1.389
C  -0.378  -0.253  2.092
C  -0.623  0.903  0.046
H  0.166  1.812  -1.539
Si  2.245  -1.094  -1.088
H  -1.240  -1.164  0.387

Atoms 1-6, force components in eV/Å:
H 0.5 -0.7 0.3
H 0.7 0.0 -0.2
H -0.5 -0.4 -0.6
H -0.1 1.5 -1.6
Br -0.1 -0.5 0.8
C -0.4 1.5 0.3

2.
The following is a DFT calculation (ωB97M-V/def2-TZVPD) of 2 unconnected molecules or ions with the total composition C6H12O.

Relative energy (zero: lowest compared OMol25 entry of this formula, charge and spin) (kcal per mole): 115.5
2S+1: 1
HOMO (Ha): -0.330
Frontier orbital gap (eV): 9.0

CARTESIAN COORDINATES (ANGSTROEM)
H  0.919  0.258  -2.754
C  -0.846  1.848  1.450
C  -1.069  -0.545  0.008
H  2.277  -0.586  -0.258
H  -0.590  1.672  2.509
H  1.336  0.876  0.170
H  -1.964  1.848  1.488
C  1.299  -0.212  0.059
H  -0.837  0.024  -2.728
C  0.167  -0.598  -0.902
C  0.807  -0.815  1.363
O  -0.602  -0.533  1.369
H  0.324  -1.633  -1.230
H  -0.107  1.347  -1.797
H  0.990  -1.903  1.396
H  -1.760  -1.381  -0.150
H  -1.607  0.391  -0.137
C  0.029  0.308  -2.118
H  1.234  -0.366  2.262

Atoms 1-6, force components in eV/Å:
H -0.1 0.0 0.1
C -0.1 -0.3 0.3
C -0.1 0.0 -0.3
H -0.1 0.0 0.1
H 0.0 0.1 0.0
H 0.0 -0.1 -0.1

3.
The following is a DFT calculation (ωB97M-V/def2-TZVPD) of 4 unconnected molecules or ions with the total composition C3H11N2O3 at a distorted geometry.

Relative energy (zero: lowest compared OMol25 entry of this formula, charge and spin) (kcal per mole): 26.3
2S+1: 1
HOMO (Ha): -0.508
Frontier orbital gap (eV): 11.0
Total charge: +1

CARTESIAN COORDINATES (ANGSTROEM)
H  1.061  1.335  -1.355
N  -1.478  -0.852  0.589
O  -1.581  1.162  2.740
C  0.414  -1.707  -0.121
H  -1.132  1.489  1.948
O  0.114  1.282  -1.575
H  -0.981  1.471  3.420
H  -2.117  0.088  -1.239
H  0.223  -0.717  -1.956
C  -0.427  -1.696  0.954
H  -0.364  -1.969  1.988
H  3.412  0.786  -1.545
O  2.671  0.711  -0.930
H  -0.316  2.029  -2.000
C  -1.386  -0.459  -0.691
N  -0.237  -1.013  -1.113
H  1.317  -2.281  -0.278
H  -2.216  -0.562  1.218
H  3.023  0.904  -0.055

Atoms 1-6, force components in eV/Å:
H 0.0 0.8 -0.3
N -0.6 -0.2 -0.5
O 0.3 0.0 -0.7
C -1.1 -0.8 0.4
H -0.3 0.0 0.0
O -0.6 0.4 -0.2

4.
The following is a DFT calculation (ωB97M-V/def2-TZVPD) of 7 unconnected molecules or ions with the total composition C13H42N12O7 at a distorted geometry.

Relative energy (zero: lowest compared OMol25 entry of this formula, charge and spin) (kcal per mole): 0.0
2S+1: 2
HOMO (alpha / beta) (Ha): 0.022 / -0.246
Frontier orbital gap (alpha / beta) (eV): 1.7 / 9.1
Total charge: -1

CARTESIAN COORDINATES (ANGSTROEM)
O  39.153  4.451  17.276
N  33.498  6.451  18.285
C  32.106  6.397  14.961
H  40.343  3.025  20.643
H  36.138  0.018  19.668
H  35.614  1.178  17.066
H  35.579  3.378  12.600
H  32.020  6.970  22.359
H  32.700  0.225  16.347
C  34.495  0.729  15.535
H  33.910  4.711  16.876
N  34.079  4.436  17.832
H  30.450  12.219  19.723
H  38.428  4.144  20.660
C  38.355  4.607  18.497
H  35.993  3.579  14.333
C  39.132  4.350  19.854
N  39.844  3.134  19.771
H  30.501  9.685  21.286
N  31.163  10.167  17.604
H  35.285  3.677  20.509
H  33.776  1.279  17.214
O  33.260  5.972  15.562
C  35.647  1.848  19.840
H  34.759  6.729  14.185
H  38.683  6.175  16.077
H  36.742  0.827  21.119
H  33.409  7.280  18.855
H  31.724  5.682  14.232
C  33.772  5.300  18.785
N  35.721  2.790  20.720
O  33.981  5.033  19.917
H  31.394  10.195  16.622
H  37.534  3.904  18.357
C  35.685  4.089  13.420
N  30.868  11.398  19.307
H  37.953  5.616  18.591
H  33.129  6.729  20.959
H  34.668  3.643  18.045
H  32.335  7.297  14.390
H  41.187  5.137  19.949
O  29.953  12.042  17.447
O  34.278  0.451  14.330
H  33.329  6.461  17.289
O  32.255  8.744  19.867
H  35.299  5.646  15.283
H  33.010  5.658  12.296
N  35.615  1.118  16.058
N  36.051  0.719  20.390
H  36.440  1.084  15.476
C  34.417  5.813  14.665
H  33.764  4.536  11.644
H  31.095  8.883  22.675
H  39.013  4.700  15.146
H  31.318  6.601  15.686
C  31.886  8.327  20.932
C  34.338  4.700  13.571
H  39.890  6.337  19.673
H  36.445  4.828  13.167
N  33.597  0.684  16.419
H  36.142  2.560  21.608
N  31.090  8.959  21.668
H  40.127  5.697  21.268
C  40.171  5.432  20.211
N  33.951  5.292  12.288
H  31.437  10.763  19.848
O  35.122  1.891  18.749
H  37.574  4.766  15.894
H  31.731  9.655  18.264
H  33.674  3.873  13.822
C  38.599  5.088  16.076
C  30.573  11.237  18.073
N  32.440  7.249  21.484
H  40.539  3.365  19.075

Atoms 1-6, force components in eV/Å:
O 0.0 1.0 -0.4
N -1.8 4.3 -0.9
C -0.9 0.7 -1.4
H 0.2 -0.3 0.2
H 0.5 -0.5 0.6
H 0.9 0.2 0.1

5.
The following is a DFT calculation (ωB97M-V/def2-TZVPD) of a molecular structure, C28H88BNaO28 at a distorted geometry.

Relative energy (zero: lowest compared OMol25 entry of this formula, charge and spin) (kcal per mole): 0.0
2S+1: 1
HOMO (Ha): -0.329
Frontier orbital gap (eV): 8.1

CARTESIAN COORDINATES (ANGSTROEM)
H  0.364  -4.758  0.103
H  0.072  2.668  1.711
O  5.034  -0.205  -3.414
H  1.806  2.893  -3.530
C  -0.282  3.035  -2.962
H  5.577  -3.390  2.105
H  1.852  -0.862  0.942
H  3.663  1.085  2.712
H  -0.530  -1.046  -1.773
O  2.319  -1.482  -3.085
H  1.628  -2.852  -4.528
C  1.239  3.396  3.246
H  -4.429  0.532  -1.795
C  -5.301  -2.928  0.435
C  4.347  1.237  1.878
H  -4.421  -2.718  -1.553
O  -6.616  1.534  -0.184
H  -1.547  -2.948  4.176
H  -3.482  -3.508  5.669
O  -4.483  1.103  -2.565
O  4.621  -3.477  2.091
H  -6.345  -3.132  0.196
O  4.866  3.591  2.063
H  -4.471  -3.462  4.133
C  1.549  -1.278  2.776
C  3.021  -4.783  0.781
H  -2.842  3.978  -0.069
C  -4.569  -2.117  -0.656
H  -2.445  5.881  -1.109
B  1.034  -0.023  -0.704
C  5.149  0.096  -2.022
H  4.260  -0.228  -1.482
Na  2.882  3.770  0.485
C  1.408  -2.428  -3.548
H  4.817  0.264  1.738
O  -0.603  -1.931  -2.138
H  -6.316  0.623  -0.220
H  2.232  -4.208  1.264
H  -3.371  4.717  2.415
H  -4.253  2.491  -1.184
H  -0.141  -1.033  -3.975
C  5.454  2.263  2.017
H  -1.353  -3.528  -1.772
O  -5.402  -0.890  -0.938
C  6.475  -0.367  -1.423
H  -6.927  1.392  -2.202
H  3.306  -0.859  3.905
O  3.225  -5.964  1.534
O  -0.691  1.652  -3.141
H  -2.255  -4.598  3.740
H  -0.723  -4.949  1.548
H  1.228  -1.044  -0.417
H  0.009  -2.570  0.114
H  0.882  0.544  -5.077
O  -0.487  -3.026  0.799
H  -2.207  -5.828  -0.139
O  -5.165  -2.374  1.706
O  -1.090  1.183  1.170
H  -3.134  6.457  1.883
H  4.996  3.939  2.948
C  0.366  4.544  3.834
H  0.348  5.387  3.144
O  -0.997  4.086  3.956
H  -0.789  3.421  -2.078
H  -2.216  2.446  3.421
H  -1.446  4.781  4.444
H  -5.297  4.897  1.486
C  -2.403  -3.521  3.819
H  -3.104  -1.164  4.691
H  3.217  -2.996  3.236
C  -3.302  1.346  2.299
H  6.097  2.059  1.161
C  -3.582  -3.113  4.658
H  1.599  1.853  -1.656
H  6.003  2.103  2.945
O  -1.891  5.902  -0.325
O  1.675  2.804  -1.556
C  -2.505  4.861  0.475
H  7.338  0.058  -3.145
O  -4.795  5.667  1.208
H  0.971  0.596  0.178
H  2.556  -0.680  -4.739
H  1.279  4.470  -2.787
H  0.900  -0.410  2.888
H  1.936  -1.081  4.979
H  -1.752  4.324  1.053
C  -4.964  2.260  -1.978
H  -0.132  0.839  -7.957
C  -1.849  -4.805  -0.253
H  2.181  -1.282  -2.156
H  -4.906  2.944  -2.825
H  -0.142  1.149  -2.536
H  6.466  -1.447  -1.277
O  7.552  0.155  -2.214
H  -1.985  -0.294  2.073
C  2.385  -1.424  4.046
H  -2.760  0.156  0.551
O  -2.863  1.744  3.519
H  1.928  2.208  -6.655
H  -4.943  -3.958  0.437
H  5.032  -4.334  0.260
H  -2.765  -4.310  0.070
H  -4.344  -2.703  2.079
O  -2.603  -3.199  2.437
H  2.317  3.517  3.354
O  -1.698  -4.410  -1.617
O  2.405  -1.195  1.652
C  -3.437  5.446  1.608
H  0.147  0.114  -1.303
O  3.526  1.519  0.686
C  1.538  1.283  -7.078
H  2.672  -5.134  -0.190
H  1.019  2.486  3.804
O  -3.909  -1.682  4.765
H  0.734  4.893  4.799
H  5.148  1.181  -1.921
H  0.832  -0.663  -6.342
H  0.915  -2.165  2.761
C  -6.454  2.070  -1.492
H  -4.291  0.901  2.415
C  -0.029  -1.980  -3.447
H  2.951  0.806  0.398
H  -0.652  -2.772  -3.861
H  1.869  0.237  -1.337
H  2.171  0.830  -7.841
C  -2.307  0.548  1.461
H  -0.480  0.703  0.606
H  4.082  -2.927  0.106
O  2.695  -0.091  -5.485
O  2.757  -2.787  4.052
C  1.405  0.184  -5.964
H  3.345  -5.703  2.449
H  4.266  -0.757  -3.581
O  0.215  1.610  -7.502
C  -0.581  -4.485  0.572
H  6.638  0.142  -0.473
H  -1.729  -3.006  2.090
C  4.221  -3.796  0.750
H  -0.697  3.645  -3.765
O  0.901  3.127  1.860
C  1.216  3.382  -2.755
H  -6.313  -1.154  -1.083
H  1.501  -3.312  -2.916
H  -3.599  -1.817  -0.258
H  -6.798  3.103  -1.553
H  -3.441  2.241  1.692

Atoms 1-6, force components in eV/Å:
H -0.4 -0.6 -0.1
H -0.6 -0.5 0.4
O 0.7 0.0 0.5
H 0.1 0.5 -0.6
C -0.5 0.3 0.4
H 0.0 0.0 0.1

6.
The following is a DFT calculation (ωB97M-V/def2-TZVPD) of 11 unconnected molecules or ions with the total composition C32H86O12 at a distorted geometry.

Relative energy (zero: lowest compared OMol25 entry of this formula, charge and spin) (kcal per mole): 301.1
2S+1: 1
HOMO (Ha): -0.343
Frontier orbital gap (eV): 9.5
SMILES: CC(C)O.CC(C)O.CC(C)O.CC(C)O.CC(C)O.CC(C)O.CC(C)O.CC(C)O.CC(C)O.CC(C)O.OCCO

CARTESIAN COORDINATES (ANGSTROEM)
H  -2.026  4.266  -0.307
C  5.696  0.378  -1.318
H  -2.355  -3.267  0.636
C  -0.908  0.161  -0.898
H  3.591  -4.479  -3.030
H  5.860  -1.612  0.600
C  0.579  -0.791  5.149
H  -1.880  3.266  4.181
H  1.709  -1.272  -3.912
C  -5.835  -2.711  -2.326
C  -0.522  -0.972  4.093
H  -2.975  3.723  2.482
H  0.591  3.367  4.300
H  0.926  -1.241  7.039
H  -6.178  1.490  -1.151
O  3.761  -1.990  2.812
H  1.364  0.858  4.362
C  -4.440  2.402  -2.048
C  2.276  -2.957  1.229
C  3.372  -3.326  2.211
C  2.095  3.530  -1.487
H  4.347  -1.594  2.118
H  -1.114  -2.102  3.927
H  3.831  -4.570  3.860
H  1.281  -0.354  -1.171
H  -6.449  -2.046  -2.954
C  1.061  0.624  5.298
C  3.298  -2.553  -4.067
H  -1.885  1.734  -1.224
C  -1.518  -3.517  1.283
H  -4.025  -3.747  -2.073
H  -5.917  1.459  -3.194
H  4.809  -0.110  -1.869
H  4.415  -3.487  1.516
O  -2.182  4.285  2.509
H  -0.266  4.921  4.099
H  0.635  6.570  -1.879
H  6.553  0.426  0.716
H  -2.514  -5.335  1.546
H  3.021  -4.611  -4.720
H  2.814  -5.432  2.849
H  2.247  -4.058  3.874
H  -4.867  -3.871  -3.636
H  4.484  -2.245  -5.614
H  2.493  1.760  -2.689
H  3.943  4.557  -1.733
H  -4.184  2.267  -0.069
H  -0.186  -0.722  3.088
H  0.158  2.162  -2.812
H  -0.752  2.682  1.103
C  -1.378  -0.923  -2.009
H  0.606  5.378  0.014
H  -0.700  -1.159  -2.830
H  3.630  1.120  0.551
H  1.763  2.870  -0.528
C  0.034  4.096  3.586
C  -1.526  -4.987  1.570
H  -5.333  -3.035  -0.242
C  -1.058  2.259  2.218
C  2.096  2.686  -2.839
C  3.052  -4.400  3.271
H  -1.235  5.662  1.696
C  -1.420  5.012  -0.879
H  0.166  -4.432  2.829
H  -4.894  3.351  -1.693
C  0.510  -0.204  -0.342
H  -2.218  -0.632  -2.429
H  -1.297  -4.769  3.747
H  -1.543  -2.013  -1.637
H  -5.027  0.431  -2.119
O  0.829  2.623  -3.366
H  -3.061  1.423  -3.691
H  -6.442  -1.820  -0.444
H  0.738  0.458  0.487
C  3.690  -4.062  -3.997
H  -2.251  5.347  -1.613
H  1.753  4.547  -1.354
C  -1.181  3.416  3.242
C  -0.648  -5.170  2.835
C  0.088  7.086  -1.043
H  2.844  -2.564  0.359
H  1.315  -2.288  1.599
H  -3.984  2.797  -4.045
H  0.568  -1.155  0.276
C  5.564  0.323  0.190
H  -0.973  4.435  -1.657
C  -5.481  1.445  -2.121
C  -5.680  -2.092  -0.936
H  -2.645  2.980  -3.082
H  3.802  -1.954  -3.324
H  -0.414  -6.180  2.993
O  -1.108  6.277  0.933
H  -1.596  -0.019  -0.108
H  1.663  -2.412  -2.547
C  1.898  -2.291  -3.599
H  1.142  -2.738  -4.285
H  -4.967  -1.345  -1.132
O  0.067  -1.267  6.443
H  -2.078  -3.077  2.194
H  -3.952  -2.620  -3.001
H  -1.396  -0.249  4.199
O  -3.697  2.102  -0.797
O  3.533  3.711  -1.338
H  0.818  7.595  -0.270
O  -0.989  1.371  -1.434
H  -0.623  -3.065  0.898
C  -3.471  2.408  -3.237
H  1.971  0.745  5.845
C  -4.610  -3.300  -2.829
H  1.344  -1.470  4.811
H  -1.346  -5.705  -0.245
C  4.603  1.282  0.916
O  3.528  -2.029  -5.348
H  4.601  1.168  2.008
H  4.711  2.407  0.549
H  5.353  1.316  -1.410
H  -0.541  1.554  2.611
O  -6.895  -3.630  -2.016
H  -6.887  -4.156  -2.835
H  1.903  -3.866  0.874
H  -1.941  1.709  2.002
O  -0.789  -5.599  0.564
H  2.905  3.138  -3.589
O  5.117  -1.012  0.625
H  0.628  4.234  2.709
H  -0.853  7.794  -1.259
H  0.381  1.582  5.369
H  6.527  0.109  -1.664
H  4.615  -4.317  -4.374
C  -0.455  5.841  -0.178

Atoms 1-6, force components in eV/Å:
H 1.0 0.7 0.3
C -8.5 -0.6 3.2
H 0.1 -0.1 -1.1
C 1.3 -5.9 -0.7
H -0.3 -0.4 1.1
H 0.4 -0.2 -0.2